The ion C3H7O2 with charge -1 in a non-equilibrium geometry, computed with ωB97M-V with the def2-TZVPD basis set.

Element x y z (Å)
O -1.00 0.56 1.69
O 1.08 -1.64 -0.54
C -0.46 0.21 -0.73
C -0.72 1.09 0.52
C 1.06 -0.21 -0.79
H 0.18 1.83 0.48
H 1.42 -0.13 -1.82
H -0.68 0.51 -1.75
H -1.14 -0.59 -0.41
H 1.72 0.33 -0.09
H -1.53 1.80 0.12
H 0.38 -1.82 0.09

The calculation puts the total energy at -268.9352 hartree. Its structure (SMILES) is [O-]CCCO. The charge is -1. Its energy above the lowest of the compared OMol25 structures with the same formula, charge and spin is 275.3 kJ/mol. The value obtained for the lowest unoccupied orbital energy is 4.31 eV.

Results of the Löwdin charge analysis, in e, for atoms 1 through 5: -0.33, -0.14, -0.20, -0.64, -0.25

A cluster of 8 separate species, C61H67F8IN2 in total, computed with ωB97M-V with the def2-TZVPD basis set.

Element x y z (Å)
I 3.73 4.43 1.31
F -5.66 -7.57 -3.52
F -10.57 -9.75 -7.42
F -8.46 3.75 4.12
F -4.87 -2.02 -3.84
F 12.22 1.53 3.19
F 1.54 -1.20 2.76
F -1.86 -1.48 0.85
F -7.69 1.11 -0.51
N 0.06 2.71 -1.14
N 3.12 0.50 -2.39
C -10.59 -7.57 -6.53
C -0.38 -4.72 1.40
C 4.94 -0.23 0.31
C -0.52 -3.34 1.33
C 8.03 -0.67 -0.13
C -2.70 0.98 -2.07
C 1.83 1.75 0.53
C -2.63 -5.00 0.62
C 5.94 -0.78 1.35
C 7.36 -0.25 1.17
C -7.42 5.18 -0.19
C 14.63 4.65 4.30
C -5.64 -5.32 -2.84
C 9.17 0.24 -0.63
C 13.38 2.68 4.89
C -12.50 3.08 4.18
C 4.25 1.02 0.85
C 14.25 4.51 2.98
C 4.07 5.15 -2.00
C 3.27 3.90 -1.63
C -6.62 -6.11 -0.36
C -7.94 -7.92 -5.75
C -4.80 -0.14 -2.42
C -8.59 -6.73 -5.48
C 13.44 3.45 2.59
C 9.82 2.59 0.33
C -9.92 -6.56 -5.87
C -1.43 -5.55 1.04
C 0.84 2.29 -0.41
C -11.89 3.53 3.02
C 9.17 3.15 1.61
C -2.79 -3.62 0.55
C -1.72 -2.82 0.91
C -5.89 -4.37 -1.85
C -6.38 -7.06 -1.34
C -9.92 -8.75 -6.78
C -7.43 3.01 0.84
C -7.60 4.59 -1.43
C 1.38 0.32 0.94
C 3.16 1.03 -1.38
C -9.79 3.53 4.14
C 3.82 3.17 -0.42
C -5.89 -6.64 -2.56
C -10.37 3.08 5.31
C 8.89 1.76 -0.58
C -2.07 0.08 -2.93
C 3.25 1.75 -0.10
C -11.74 2.86 5.32
C -4.15 -1.02 -3.26
C -7.60 2.45 -0.40
C -10.52 3.76 3.00
C 14.20 3.74 5.25
C -4.06 0.86 -1.82
C -6.37 -4.77 -0.61
C 1.32 0.14 2.46
C -8.61 -8.95 -6.40
C -2.80 -0.94 -3.53
C -7.69 3.21 -1.55
C 9.23 2.20 2.82
C 13.02 2.56 3.56
C -7.33 4.39 0.95
H -12.22 2.51 6.23
H 5.49 0.04 -0.59
H -3.45 -5.64 0.33
H -5.86 -0.25 -2.24
H 5.04 1.73 1.11
H -2.33 -1.65 -4.19
H 7.97 -0.64 2.00
H 2.23 4.19 -1.47
H 9.68 1.25 2.53
H 13.03 1.96 5.61
H 14.50 3.85 6.29
H 5.92 -1.87 1.34
H 10.22 3.43 -0.24
H 3.90 5.39 -3.05
H 15.27 5.48 4.59
H 2.06 -0.42 0.54
H 9.35 -0.02 -1.67
H 8.46 -1.66 0.05
H 4.89 3.02 -0.59
H -10.02 4.12 2.10
H 3.77 6.02 -1.43
H 7.31 -0.81 -0.94
H 8.23 1.98 3.21
H -8.07 -5.93 -4.97
H -13.57 2.91 4.20
H -9.76 2.91 6.19
H 4.22 -1.00 0.05
H 0.56 -5.15 1.72
H 1.80 2.40 1.41
H 9.82 2.62 3.62
H -7.36 2.38 1.72
H -6.56 -4.03 0.15
H -3.72 -3.17 0.23
H -5.26 -5.03 -3.81
H 3.77 0.78 1.79
H -5.70 -3.33 -2.06
H 9.02 2.14 -1.59
H -1.01 0.18 -3.12
H 5.58 -0.48 2.34
H -7.19 4.85 1.92
H 8.13 3.40 1.39
H 9.66 4.09 1.87
H -1.32 -6.63 1.09
H -8.12 -9.90 -6.62
H 10.08 0.00 -0.08
H -6.92 -8.06 -5.45
H 0.29 -2.68 1.60
H 0.34 0.42 2.84
H -7.35 6.26 -0.11
H -7.00 -6.42 0.60
H 2.07 0.73 2.99
H 5.14 4.97 -1.89
H -10.43 -5.63 -5.66
H 3.29 3.23 -2.49
H -6.57 -8.11 -1.17
H 0.38 0.12 0.55
H -11.62 -7.46 -6.85
H 13.13 3.31 1.57
H 7.33 0.83 1.31
H -7.68 5.21 -2.32
H -12.47 3.70 2.13
H 14.58 5.22 2.23
H 7.86 1.96 -0.31
H -2.12 1.76 -1.60
H -4.55 1.56 -1.15
H -7.83 2.73 -2.51
H 10.68 1.99 0.63

The calculation puts the total energy at -3570.7068 hartree. Its structure (SMILES) is CCCCCCCCCC[C@](C#N)([C@H](I)CC)[C@@H](C#N)CCF.Fc1ccccc1.Fc1ccccc1.Fc1ccccc1.Fc1ccccc1.Fc1ccccc1.Fc1ccccc1.Fc1ccccc1. The charge is 0. The value obtained for the lowest unoccupied orbital energy is 0.09 eV.

Results of the Löwdin charge analysis, in e, for atoms 1 through 5: 0.97, 0.04, 0.05, 0.05, 0.03

A cluster of 2 separate species, C3H9NO2S in total in a non-equilibrium geometry, computed with ωB97M-V with the def2-TZVPD basis set.

Element x y z (Å)
S 0.98 2.41 -1.92
O -1.76 -0.84 0.54
O -0.19 -1.35 3.55
N 0.85 -1.10 -0.68
C -1.50 -0.45 -0.57
C -0.11 -0.09 -1.04
C 0.24 1.34 -0.62
H -0.61 1.93 -0.27
H 1.73 -1.02 -1.15
H 1.03 1.35 0.12
H -0.17 -0.18 -2.13
H 2.23 2.48 -1.44
H 1.09 -1.15 0.29
H -0.94 -1.83 3.93
H -2.30 -0.48 -1.34
H -0.58 -1.03 2.72

The calculation puts the total energy at -723.0956 hartree. Its structure (SMILES) is N[C@@H](C=O)CS.O. The charge is 0. Its energy above the lowest of the compared OMol25 structures with the same formula, charge and spin is 191.1 kJ/mol. The value obtained for the lowest unoccupied orbital energy is 0.65 eV.

Results of the Löwdin charge analysis, in e, for atoms 1 through 5: 0.69, 0.07, -0.07, 0.06, -0.21

A structure of composition C8H8O in a non-equilibrium geometry, computed with ωB97M-V with the def2-TZVPD basis set.

Element x y z (Å)
O -0.46 1.68 -1.05
C 0.14 -1.56 0.20
C -0.80 0.89 1.01
C -0.19 0.55 -0.17
C -0.72 -0.14 1.93
C -1.01 2.31 0.28
C -0.37 -1.36 1.64
C 0.49 -0.54 -0.72
C 1.49 -0.74 -1.84
H -0.08 3.20 0.36
H 1.99 -1.81 -1.87
H 0.41 -2.63 -0.28
H -0.52 -2.21 2.22
H -2.04 2.72 0.14
H 0.91 -0.70 -2.87
H 2.16 0.14 -1.88
H -1.40 0.21 2.90

The calculation puts the total energy at -384.6867 hartree. The charge is 0. Its energy above the lowest of the compared OMol25 structures with the same formula, charge and spin is 411.5 kJ/mol. The value obtained for the lowest unoccupied orbital energy is 0.91 eV.

Results of the Löwdin charge analysis, in e, for atoms 1 through 5: -0.08, 0.01, -0.11, -0.26, -0.15

A cluster of 2 separate species, C6H15NO in total in a non-equilibrium geometry, computed with ωB97M-V with the def2-TZVPD basis set.

Element x y z (Å)
O -1.38 2.36 -1.54
N 0.28 -0.45 2.00
C -0.72 0.00 -0.15
C -1.38 -0.56 -1.39
C -0.39 -0.86 0.82
C 2.65 -0.06 1.31
C 1.33 0.55 1.86
C -0.39 -1.40 -2.21
H -0.49 1.04 -0.04
H 2.45 -1.14 1.33
H -1.88 3.19 -1.46
H 0.51 -0.81 -2.40
H 2.85 -0.04 0.24
H 3.54 0.18 1.89
H -0.71 -1.59 -3.24
H -2.19 -1.22 -1.04
H 1.53 0.99 2.83
H -1.47 2.35 -2.50
H -0.77 -1.87 0.91
H -0.14 -2.30 -1.66
H -1.88 0.16 -2.02
H 0.66 -1.22 2.52
H 1.03 1.37 1.22

The calculation puts the total energy at -367.5433 hartree. Its structure (SMILES) is CC/C=C/NCC.O. The charge is 0. Its energy above the lowest of the compared OMol25 structures with the same formula, charge and spin is 231.1 kJ/mol. The value obtained for the lowest unoccupied orbital energy is 0.65 eV.

Results of the Löwdin charge analysis, in e, for atoms 1 through 5: -0.06, -0.07, -0.12, -0.27, -0.16

A cluster of 2 separate species, C2H2O2 in total in a non-equilibrium geometry, computed with ωB97M-V with the def2-TZVPD basis set.

Element x y z (Å)
O 0.40 0.27 -0.20
O -3.10 0.76 -0.29
C -2.89 -0.06 0.47
C -0.26 1.19 0.21
H -0.67 2.05 -0.43
H -0.85 1.30 1.19

The calculation puts the total energy at -227.8372 hartree. The charge is 0. Its energy above the lowest of the compared OMol25 structures with the same formula, charge and spin is 27.8 kJ/mol. The value obtained for the lowest unoccupied orbital energy is 0.63 eV.

Results of the Löwdin charge analysis, in e, for atoms 1 through 5: 0.00, 0.03, 0.02, -0.21, 0.09

Here are the calculated molecular weight numbers, same order: 75.09; 1107.11; 123.18; 120.15; 117.19; 58.04 (g/mol).